Below is C3H2CrO3 as an isolated structure at a distorted geometry, with properties calculated with ωB97M-V with the def2-TZVPD basis set.

## Properties
F_max	3.58	eV Å⁻¹
2S+1	6
total charge	+1
frontier orbital gap (alpha / beta)	7.0 / 9.8	eV
⟨S²⟩	8.767
ΔE to the lowest compared entry with this formula, charge and spin	0.0	kJ/mol

CARTESIAN COORDINATES (ANGSTROEM)
O  -0.7075  -4.2346  0.9290
C  -0.4190  -3.1676  0.7609
O  -1.1878  0.3746  -0.0825
C  -0.5704  1.4138  -0.4892
C  0.8494  1.4625  -0.3551
O  1.4607  0.4093  0.0467
H  1.4184  2.2864  -0.8046
Cr  0.1466  -0.9837  0.3268
H  -0.9904  2.4393  -0.3321

Cartesian forces, eV/Å:
0.3 0.7 -0.1
-0.5 -0.7 0.1
-0.2 -1.1 -0.3
1.0 2.6 2.3
0.0 -0.3 -1.7
-0.2 -0.2 0.1
0.0 -0.1 0.6
0.3 0.0 0.1
-0.6 -0.9 -1.1

***

Below is C3H2CsFO2 as an isolated structure at a distorted geometry, with properties calculated with ωB97M-V with the def2-TZVPD basis set.

## Properties
F_max	1.07	eV Å⁻¹
2S+1	1
frontier orbital gap	3.4	eV
ΔE to the lowest compared entry with this formula, charge and spin	240.2	kJ/mol

CARTESIAN COORDINATES (ANGSTROEM)
O  -0.4191  -0.7770  -0.4941
C  -0.8649  0.4216  -0.2732
C  0.8777  -0.9511  0.2028
O  -0.0123  1.1286  0.4084
C  1.3004  0.4299  0.6098
H  1.5763  -1.4418  -0.4839
H  0.6671  -1.6094  1.0544
F  2.0224  0.9514  -0.5315
Cs  -5.1474  1.8477  -0.4927

Cartesian forces, eV/Å:
-0.2 -0.7 -0.3
-0.8 0.8 0.1
0.3 -0.1 0.1
-0.4 0.0 0.1
0.6 0.0 0.2
-0.1 0.2 0.1
0.0 0.2 -0.2
0.0 -0.2 0.0
0.6 -0.2 0.0

***

Below is C3H2DyO2 as an isolated structure at a distorted geometry, with properties calculated with ωB97M-V with the def2-TZVPD basis set.

## Properties
F_max	5.17	eV Å⁻¹
2S+1	7
total charge	+2
frontier orbital gap (alpha / beta)	6.8 / 6.8	eV
⟨S²⟩	12.029
ΔE to the lowest compared entry with this formula, charge and spin	198.8	kJ/mol

CARTESIAN COORDINATES (ANGSTROEM)
O  1.7680  -1.1612  0.1418
C  0.5697  -1.0399  0.0086
C  -0.2109  0.2486  0.9473
H  0.1715  0.9610  1.6822
C  -0.4697  0.5281  -0.4683
O  -1.5095  0.2211  0.4373
H  -0.0555  -1.8862  -0.3600
Dy  -0.2634  2.1285  -2.3888

Cartesian forces, eV/Å:
-2.4 1.0 -0.9
3.1 -2.3 3.5
1.9 -0.3 -4.0
0.3 -0.6 0.1
-2.3 1.2 4.1
-0.3 0.2 -2.4
-0.3 0.7 -0.1
0.0 0.0 -0.3